Below is a structure of composition C2H6N2O at a distorted geometry, with properties calculated with wB97M-V/def2-TZVPD.

The geometry in XYZ format:
```
11
Properties=species:S:1:pos:R:3:forces:R:3:mulliken_charge:R:1
C -1.671091 0.218143 0.029705 -0.37 1.03 -2.03 -0.654
C 0.754302 0.336801 -0.230306 1.48 1.79 0.38 0.517
H -1.432206 0.738943 1.673359 -0.84 -1.13 -4.23 0.206
H -1.730739 1.270350 -1.093562 -0.57 -2.73 4.04 0.237
H -2.917684 -0.908978 -0.139908 3.54 3.23 0.55 0.250
H -0.266306 -1.383364 0.359778 -0.38 3.33 -3.79 0.320
H 2.106772 -1.329243 -0.055545 -0.49 0.56 -0.13 0.202
H 2.875841 0.214599 0.194247 -2.62 -0.81 -0.72 0.244
N -0.398652 -0.388816 -0.516829 -1.18 -5.26 5.62 -0.382
N 1.977206 -0.319284 -0.058536 1.24 0.16 0.40 -0.395
O 0.702558 1.550851 -0.162401 0.19 -0.17 -0.09 -0.546
```
Positions in Å, forces in eV/Å.

Values from the calculation:
maximum force: 0.1515 Eh/bohr
orbital gap: 9.3 eV
ΔE to the lowest compared entry with this formula, charge and spin: 838.29 kJ/mol
charge: 0

***

Below is a cluster of 4 separate species, C41H72F8N4O4 in total at a distorted geometry, with properties calculated with wB97M-V/def2-TZVPD.

The geometry in XYZ format:
```
129
Properties=species:S:1:pos:R:3:forces:R:3:mulliken_charge:R:1
H 1.686278 5.945607 2.979678 -0.09 -0.23 0.54 0.352
N 0.961141 5.453965 3.530976 -0.39 0.38 -1.69 -0.622
C 0.025874 5.151480 2.709322 -0.71 -0.99 1.01 -0.004
C -1.216976 4.407048 3.338011 0.35 -0.52 -0.60 -0.889
C 0.045646 5.492378 1.176556 -0.65 1.08 1.22 -0.119
N 0.794703 4.454787 0.327725 -0.71 1.44 -0.37 1.198
N 2.099433 4.468397 0.869254 1.35 -1.18 1.16 -0.526
C 2.752912 3.214725 1.215931 1.35 -1.27 0.88 -0.547
C 2.392147 2.626571 2.659423 0.47 0.14 -0.66 -0.334
C 0.074841 3.168209 0.268993 -1.77 -1.78 -0.01 -1.285
C -1.305690 3.236363 -0.536415 0.13 -2.82 -0.27 0.700
F -2.369323 3.721917 0.251013 1.28 0.52 -0.59 -0.156
C -1.664161 1.694176 -0.770126 -0.03 0.78 -1.04 -1.229
C -3.115764 1.535459 -1.395971 0.06 -0.73 -0.29 0.143
C -4.107231 0.697996 -0.468498 1.01 0.43 0.43 -1.090
N -4.982764 1.550124 0.367307 0.26 -0.83 -0.49 -0.234
C -6.069417 2.181447 -0.413731 0.81 1.94 -0.28 -0.742
C -6.001411 3.732523 -0.135428 -0.37 2.73 0.33 0.320
C -5.904890 4.298824 1.224942 -0.03 0.40 -1.81 -0.394
C -5.797491 5.733486 1.463197 0.03 -0.68 -1.57 -0.596
C -5.784394 6.699320 0.360226 -0.29 -3.14 -0.31 -0.385
C -5.921325 6.167119 -1.003764 0.18 -0.68 1.97 -0.422
C -6.028240 4.726408 -1.230072 0.22 0.18 1.64 0.332
O -6.163691 4.233684 -2.555560 -0.68 0.60 1.24 -0.587
O -1.206820 3.772184 -1.816944 1.04 0.09 1.54 -0.470
C -0.326743 4.895426 -1.968148 -2.07 1.80 -0.77 1.192
C -1.251590 6.194601 -1.716492 -4.59 2.22 0.56 0.326
O -0.770808 7.263016 -1.271853 2.24 -1.20 -0.05 -0.695
O -2.518353 6.115581 -1.924461 3.23 -1.64 -0.07 -0.729
C -0.043156 4.905565 -3.546759 -0.37 -2.22 0.91 0.422
F -1.176573 5.186362 -4.257401 1.79 0.08 0.96 -0.266
F 0.254048 3.557932 -3.858032 0.22 1.59 0.05 -0.361
C 1.171239 5.752221 -4.047377 0.39 0.09 -2.56 0.562
F 1.169248 5.596955 -5.440746 -0.34 0.05 1.74 -0.317
F 2.416765 5.254376 -3.681052 -1.89 0.79 0.44 -0.281
C 1.087406 7.334582 -3.857611 1.03 1.41 -1.45 0.658
F -0.152035 7.830880 -4.082780 1.58 -0.98 0.97 -0.191
F 1.668558 7.783897 -2.713817 -1.13 -0.76 -1.09 -0.212
F 1.866147 7.857737 -4.888349 -0.73 -0.62 1.43 -0.289
C 0.947315 4.935866 -1.095391 0.51 -0.22 -1.51 -1.769
H -2.093759 5.087385 3.487958 0.84 -0.45 -0.16 0.376
H -0.918522 3.929535 4.310703 -0.20 0.81 -0.87 0.344
H -1.579179 3.562361 2.683201 0.28 0.99 0.47 0.025
H 0.630647 6.444502 1.061732 -0.69 -0.94 -0.16 0.586
H -1.005504 5.664080 0.844858 0.92 -0.30 -0.23 0.384
H 2.707166 5.177483 0.467824 -0.58 -0.31 -0.35 0.309
H 2.729816 2.400777 0.427099 -0.33 0.95 0.67 0.253
H 3.857101 3.446863 1.305282 -1.23 0.02 -0.34 0.460
H 1.297938 2.631085 2.876488 0.94 0.06 -0.07 0.072
H 2.767780 1.569107 2.712101 -0.35 0.94 -0.07 -0.167
H 2.959006 3.230959 3.420859 -0.90 -0.58 -0.61 0.358
H 0.624712 2.346137 -0.271410 -0.07 1.35 0.51 0.453
H -0.214444 2.741526 1.269165 0.65 0.89 -0.82 0.382
H -1.525332 1.102257 0.171663 -0.20 0.53 -0.72 0.373
H -0.923356 1.353193 -1.552401 -0.63 0.20 1.02 0.484
H -3.022495 0.966089 -2.367166 0.07 0.70 0.94 0.420
H -3.520537 2.548151 -1.658915 0.20 -0.90 0.30 0.163
H -3.442667 0.139726 0.260102 -0.83 0.19 -0.87 0.468
H -4.686925 -0.036861 -1.080440 0.31 0.67 0.63 0.063
H -4.350909 2.248153 0.770383 -0.66 -0.03 -0.19 0.130
H -7.081228 1.758340 -0.167893 0.98 0.32 -0.19 0.347
H -5.843058 2.082414 -1.516117 -0.56 -0.06 1.03 0.402
H -5.917399 3.547264 2.058233 0.04 1.07 -0.68 0.378
H -5.703689 6.074643 2.518161 -0.12 -0.21 -0.97 0.356
H -5.672447 7.781014 0.584305 -0.13 -0.97 -0.42 0.372
H -5.931896 6.905639 -1.836414 0.07 -1.03 0.54 0.338
H -7.114569 4.020963 -2.612828 0.61 0.01 -0.32 0.345
H 1.295118 6.003376 -1.026390 -0.42 -0.97 -0.27 0.656
H 1.728303 4.258033 -1.551905 -0.68 0.74 0.66 0.343
C 4.340907 -0.231740 4.891200 0.18 0.07 0.03 -1.234
C 5.073450 -0.540656 3.590448 -0.16 0.04 -0.01 -0.513
C 4.336637 -1.545939 2.704706 0.16 -0.02 -0.11 -0.505
C 4.147635 -2.937177 3.314024 -0.10 0.03 0.11 -0.815
C 5.434669 -3.645997 3.734278 -0.05 -0.08 -0.08 -0.423
C 6.381389 -3.921067 2.572393 0.10 0.00 0.10 -1.059
H 4.244019 -1.117856 5.520795 -0.04 0.03 -0.01 0.381
H 4.889705 0.520978 5.462429 -0.09 -0.04 0.03 0.365
H 3.340732 0.160998 4.690305 -0.01 -0.06 0.05 0.259
H 6.083832 -0.893926 3.814355 -0.02 -0.02 -0.05 0.420
H 5.193361 0.392577 3.029626 0.06 -0.04 -0.01 0.323
H 4.874825 -1.634795 1.755155 -0.04 -0.02 0.02 0.355
H 3.349627 -1.140851 2.454071 0.00 0.00 0.01 0.286
H 3.620070 -3.562469 2.585327 0.03 0.00 0.03 0.372
H 3.485546 -2.866226 4.182869 0.00 0.01 -0.04 0.326
H 5.167231 -4.600868 4.197789 0.00 0.07 0.03 0.352
H 5.956080 -3.069064 4.504296 -0.05 0.00 -0.01 0.273
H 5.892865 -4.531417 1.808214 0.02 0.05 -0.01 0.165
H 7.262029 -4.462937 2.924513 -0.01 0.01 -0.09 0.407
H 6.727274 -2.996002 2.105920 -0.01 -0.05 -0.02 0.300
C -5.034135 -4.436713 -4.990165 -0.14 -0.08 -0.05 -1.213
C -6.059923 -3.518870 -4.335048 0.12 0.07 -0.07 -0.594
C -5.474307 -2.657187 -3.216389 -0.15 0.05 0.09 -0.479
C -4.914567 -3.431328 -2.019567 0.11 -0.06 -0.08 -0.524
C -5.902902 -4.365286 -1.322525 0.03 0.07 0.09 -0.436
C -7.095963 -3.638290 -0.713728 -0.07 -0.12 -0.02 -1.144
H -4.629912 -5.161850 -4.281189 0.03 0.02 -0.03 0.294
H -5.495792 -4.996372 -5.807244 0.09 0.00 0.03 0.380
H -4.204405 -3.859391 -5.405341 0.01 -0.04 0.04 0.288
H -6.898636 -4.114103 -3.962479 0.01 0.04 0.04 0.277
H -6.472415 -2.856506 -5.102254 -0.03 -0.02 0.06 0.370
H -6.246774 -1.961994 -2.870532 0.04 -0.01 0.01 0.287
H -4.673645 -2.035050 -3.630738 -0.02 -0.01 -0.01 0.387
H -4.536380 -2.706964 -1.288981 -0.02 -0.04 0.01 0.250
H -4.045845 -4.015471 -2.340047 -0.01 0.03 0.00 0.339
H -5.373701 -4.893896 -0.523206 0.00 -0.02 -0.07 0.364
H -6.256162 -5.135314 -2.015198 0.04 0.03 -0.01 0.257
H -6.767286 -2.890226 0.012327 -0.03 0.01 -0.05 0.259
H -7.746206 -4.346838 -0.196036 -0.02 0.08 0.00 0.378
H -7.695497 -3.137518 -1.476915 0.01 0.02 0.05 0.284
C 7.110134 -8.528096 2.429950 0.17 -0.01 -0.06 -1.221
C 6.951290 -7.703172 1.157910 -0.07 0.05 0.12 -0.349
C 5.494945 -7.532447 0.725378 0.05 0.06 -0.16 -0.480
C 4.762826 -8.828819 0.369808 0.00 -0.06 0.12 -0.852
C 5.410195 -9.662439 -0.735471 -0.11 0.01 -0.04 -0.406
C 5.475807 -8.942877 -2.077199 0.12 -0.08 -0.02 -1.174
H 6.752183 -9.550571 2.295691 -0.01 0.03 0.04 0.306
H 8.163502 -8.582317 2.715584 -0.07 -0.03 0.05 0.382
H 6.560311 -8.075078 3.258825 -0.02 -0.05 -0.02 0.265
H 7.541324 -8.152924 0.354120 -0.05 0.02 -0.02 0.327
H 7.379330 -6.711109 1.332758 -0.01 -0.03 -0.07 0.294
H 5.462765 -6.850015 -0.130698 -0.03 -0.02 0.03 0.324
H 4.943189 -7.032563 1.529062 0.02 -0.01 0.00 0.312
H 3.740344 -8.574451 0.069362 0.03 -0.03 0.00 0.376
H 4.666060 -9.448834 1.266734 0.00 0.04 -0.02 0.352
H 4.827351 -10.580277 -0.861913 0.05 0.02 0.05 0.367
H 6.415034 -9.978077 -0.438505 -0.03 0.02 0.03 0.238
H 4.476925 -8.653150 -2.413040 0.04 0.03 0.01 0.290
H 5.909339 -9.597597 -2.836258 -0.03 0.08 -0.02 0.376
H 6.095194 -8.044973 -2.023571 -0.05 -0.01 -0.03 0.277
```
Positions in Å, forces in eV/Å.

Values from the calculation:
maximum force: 0.0998 Eh/bohr
orbital gap: 7.7 eV
structure (SMILES): [H]/N=C(/C)C[N@@+]1(NCC)C[C@](F)(CCCNCc2ccccc2O)O[C@](C(=O)[O-])(C(F)(F)C(F)(F)C(F)(F)F)C1.CCCCCC.CCCCCC.CCCCCC
charge: 0

***

Below is a cluster of 2 separate species, C5H13NO2 in total at a distorted geometry, with properties calculated with wB97M-V/def2-TZVPD.

The geometry in XYZ format:
```
21
Properties=species:S:1:pos:R:3:forces:R:3:mulliken_charge:R:1
C 0.000000 0.000000 0.000000 -0.49 0.39 0.48 -1.058
C 1.255907 0.807091 -0.304333 0.60 -0.86 -0.79 -0.390
N 2.442789 0.111546 0.235981 1.17 -0.23 0.50 -0.141
C 3.223522 -0.832475 -0.397636 0.40 0.26 -3.19 0.472
O 3.040901 -1.229468 -1.567684 -0.65 0.65 2.16 -0.656
C 4.538865 -1.226724 0.291606 -1.23 -0.05 0.80 -0.411
C 5.364595 -2.246719 -0.500404 0.24 0.50 -0.11 -1.114
H -0.877207 0.542182 -0.391356 0.20 -0.28 0.17 0.341
H -0.110211 -0.105531 1.092394 -0.10 -0.04 -0.39 0.283
H 0.021091 -1.006648 -0.450353 0.20 0.50 0.12 0.291
H 1.345008 0.834287 -1.407405 0.27 0.13 0.49 0.243
H 1.242630 1.852985 0.058145 -0.08 -0.69 0.02 0.356
H 2.940185 0.477384 1.051640 -0.84 0.03 -0.36 0.238
H 5.065569 -0.271042 0.477870 0.07 -0.55 -0.05 0.321
H 4.200575 -1.620681 1.269261 0.59 0.09 -0.13 0.319
H 4.906819 -3.248189 -0.564525 0.03 0.58 0.09 0.281
H 6.359021 -2.343722 -0.033172 -0.37 -0.03 -0.18 0.347
H 5.493055 -1.852515 -1.522511 0.00 -0.35 0.38 0.278
O 5.274660 0.475287 -4.842020 -0.11 1.19 0.40 -0.642
H 4.457639 0.864641 -4.455827 0.87 -0.45 -0.37 0.323
H 5.933769 1.205450 -4.815729 -0.75 -0.77 -0.02 0.320
```
Positions in Å, forces in eV/Å.

Values from the calculation:
maximum force: 0.0627 Eh/bohr
orbital gap: 10.2 eV
structure (SMILES): CCNC(=O)CC.O
ΔE to the lowest compared entry with this formula, charge and spin: 72.95 kJ/mol
charge: 0

***

Below is an isolated molecule of C21H23BrFNO2, with properties calculated with wB97M-V/def2-TZVPD.

The geometry in XYZ format:
```
49
Properties=species:S:1:pos:R:3:forces:R:3:mulliken_charge:R:1
O 4.255587 0.728008 -0.523747 0.03 0.07 -0.01 -0.648
C 3.632627 -0.032635 0.183044 -0.21 -0.15 0.24 0.695
C 2.638655 0.443845 1.216480 0.15 0.56 0.01 -0.705
C 2.500330 1.964420 1.236537 -0.06 -0.17 -0.20 -1.041
C 1.671910 2.437491 0.039885 0.12 0.00 0.13 -1.282
N 0.384923 1.760645 -0.008251 -0.03 0.15 -0.12 0.621
C -0.586562 2.353371 0.894296 -0.16 -0.15 0.20 -0.833
C -1.827546 1.472227 0.992447 0.05 0.41 -0.30 -1.149
C -2.460478 1.271687 -0.393781 0.18 -0.63 0.20 1.234
O -2.921990 2.541255 -0.816141 0.00 0.24 0.00 -0.673
C -3.613532 0.282467 -0.283275 -0.04 0.18 -0.05 -0.185
C -4.924498 0.717628 -0.434902 0.13 0.07 0.00 -0.391
C -5.988989 -0.157972 -0.320319 -0.11 -0.21 0.02 -0.632
C -5.737224 -1.489065 -0.045661 -0.20 -0.12 0.02 0.077
Br -7.192666 -2.710893 0.111266 0.17 0.14 -0.02 -0.210
C -4.442332 -1.947490 0.124131 -0.11 -0.10 0.02 -0.873
C -3.389778 -1.059571 0.007427 -0.04 0.09 -0.04 -0.334
C -1.375038 0.758003 -1.355554 0.03 0.44 0.04 -0.907
C -0.169410 1.695260 -1.346697 -0.10 -0.21 -0.16 -0.855
C 3.833983 -1.506274 0.078384 0.25 -0.26 -0.25 0.261
C 4.880394 -1.955721 -0.729382 -0.13 0.06 0.10 -0.449
C 5.140218 -3.302631 -0.878485 -0.05 -0.19 0.04 -0.566
C 4.332545 -4.206529 -0.210291 -0.09 0.17 0.06 0.400
F 4.570688 -5.524280 -0.346067 -0.02 0.12 0.01 -0.317
C 3.283445 -3.795153 0.594181 0.11 -0.27 -0.08 -0.715
C 3.038713 -2.442687 0.737725 0.15 0.19 -0.11 -0.231
H 1.658367 0.023889 0.979911 0.03 -0.14 0.10 0.210
H 2.954026 0.068044 2.192196 -0.03 -0.12 0.00 0.664
H 3.486308 2.427101 1.180695 -0.02 0.05 0.07 0.452
H 2.029758 2.273151 2.170648 0.03 0.03 0.04 0.439
H 2.222964 2.187700 -0.868453 -0.04 0.07 0.01 0.607
H 1.556880 3.533171 0.075046 -0.01 -0.04 -0.07 0.330
H -0.138228 2.446407 1.884682 -0.02 0.07 -0.01 0.409
H -0.888041 3.358271 0.553301 0.10 -0.01 0.05 0.390
H -1.558679 0.500588 1.405656 -0.02 -0.04 0.03 0.350
H -2.560987 1.944957 1.646023 -0.08 -0.06 0.05 0.453
H -3.149189 2.490004 -1.751348 0.00 0.00 -0.01 0.473
H -5.117969 1.761722 -0.629194 0.00 0.05 -0.01 0.487
H -7.002325 0.193040 -0.440426 -0.08 0.01 0.00 0.427
H -4.259243 -2.987332 0.347595 0.00 -0.07 0.01 0.423
H -2.386064 -1.428634 0.151624 0.13 -0.04 0.01 0.292
H -1.046984 -0.233117 -1.047339 -0.01 -0.07 -0.03 0.293
H -1.783543 0.684972 -2.367305 -0.07 -0.06 -0.02 0.415
H 0.594294 1.304122 -2.023711 -0.03 0.07 0.02 0.548
H -0.474892 2.693375 -1.708305 0.08 -0.06 -0.02 0.354
H 5.486708 -1.219273 -1.235038 0.03 0.04 -0.04 0.451
H 5.948682 -3.658699 -1.497079 0.07 -0.06 -0.05 0.436
H 2.675399 -4.532056 1.095067 -0.04 -0.08 0.03 0.438
H 2.218807 -2.126807 1.362501 -0.07 0.05 0.07 0.367
```
Positions in Å, forces in eV/Å.

Values from the calculation:
maximum force: 0.0134 Eh/bohr
orbital gap: 9.1 eV
structure (SMILES): O=C(CCCN1CCC(O)(c2ccc(Br)cc2)CC1)c1ccc(F)cc1
charge: 0